1.
{"formula": "C13H12AlBeCl2F2MgN4O19S2", "method": "the ωB97M-V functional and the def2-TZVPD basis", "max_force_ev_per_a": 3.7, "charge": 3, "e_homo_ev": -14.3, "gap_ev": 1.46, "symbols": ["O", "C", "F", "N", "C", "O", "C", "C", "C", "N", "C", "S", "C", "C", "N", "S", "N", "C", "H", "H", "H", "Be", "O", "Cl", "O", "O", "O", "O", "H", "H", "O", "H", "O", "Cl", "O", "O", "O", "O", "H", "H", "C", "C", "O", "C", "O", "O", "F", "H", "H", "H", "Mg", "C", "O", "O", "O", "H", "Al"], "coordinates": [[5.030, -1.032, 3.023], [5.512, -0.269, 2.279], [6.296, 0.792, 2.835], [5.424, -0.324, 0.867], [4.176, 0.224, 0.365], [4.275, 0.962, -0.566], [2.773, 0.022, 0.930], [2.163, -1.182, 1.156], [0.779, -1.189, 1.704], [0.062, -2.369, 1.991], [0.459, -3.329, 1.331], [0.576, -4.519, 0.342], [0.095, -0.013, 1.988], [0.661, 1.291, 1.773], [0.087, 2.468, 2.027], [1.304, 3.507, 1.587], [2.497, 2.498, 1.074], [2.046, 1.264, 1.224], [5.687, -1.245, 0.514], [2.672, -2.127, 0.919], [-0.915, -0.070, 2.416], [1.317, 4.019, -1.006], [-3.614, 3.447, -1.455], [-2.417, 2.844, -2.008], [-2.571, 2.674, -3.408], [-2.174, 1.577, -1.391], [-1.278, 3.734, -1.748], [-4.295, 1.409, -0.164], [-3.852, 0.555, -0.220], [-5.235, 1.190, -0.210], [1.090, -2.658, -1.991], [0.725, -3.317, -2.603], [4.954, 3.670, -2.847], [4.075, 3.810, -1.755], [3.553, 5.140, -1.670], [4.786, 3.465, -0.513], [2.930, 2.872, -1.929], [-1.813, -1.689, -2.717], [-1.615, -0.788, -2.995], [-1.044, -1.957, -2.201], [-4.389, -6.662, -0.361], [-3.017, -7.089, 0.083], [-2.401, -5.853, 0.418], [-3.412, -5.024, 0.817], [-3.240, -4.012, 1.414], [-4.620, -5.505, 0.453], [-2.325, -7.660, -0.931], [-4.418, -6.377, -1.414], [-5.143, -7.425, -0.182], [-3.007, -7.750, 0.951], [6.978, 2.928, -0.049], [-4.287, 7.102, -0.679], [-3.813, 6.207, -1.433], [-5.456, 6.782, -0.120], [-3.780, 8.188, -0.430], [-5.538, 5.889, -0.534], [6.688, 0.907, 5.055]]}



2.
{"formula": "C6H41NO14", "method": "the ωB97M-V functional and the def2-TZVPD basis", "max_force_ev_per_a": 9.7, "charge": 0, "e_homo_ev": -8.6, "gap_ev": 8.84, "symbols": ["C", "C", "C", "N", "C", "C", "C", "O", "H", "H", "H", "H", "H", "H", "H", "H", "H", "H", "H", "H", "H", "H", "H", "H", "H", "O", "H", "H", "O", "H", "H", "O", "H", "H", "O", "H", "H", "O", "H", "H", "O", "H", "H", "O", "H", "H", "O", "H", "H", "O", "H", "H", "O", "H", "H", "O", "H", "H", "O", "H", "H", "O"], "coordinates": [[0.592, -0.789, 0.908], [1.840, -0.429, 1.774], [-0.470, 0.238, 1.008], [-1.571, 0.074, -0.009], [-2.233, -1.209, 0.057], [-2.523, 1.247, 0.171], [-1.862, 2.268, -0.768], [-1.952, 3.661, -0.561], [0.223, -1.817, 1.140], [1.058, -0.752, -0.111], [1.730, -0.575, 2.821], [2.836, -1.056, 1.478], [2.205, 0.518, 1.600], [-0.146, 1.251, 0.744], [-0.760, -0.086, 2.015], [-2.021, -1.776, -0.743], [-3.360, -1.067, 0.100], [-2.003, -1.587, 1.163], [-2.691, 1.652, 1.219], [-3.607, 1.124, -0.127], [-0.694, 2.176, -0.938], [-2.293, 2.217, -1.869], [-2.261, 3.798, 0.319], [0.004, 4.615, -0.968], [1.404, 4.208, -1.236], [0.557, 4.330, -1.696], [-3.405, -3.369, 1.888], [-2.047, -2.857, 2.561], [-3.038, -2.689, 2.552], [0.971, -4.848, -0.171], [-0.297, -5.144, -0.821], [0.078, -5.003, 0.075], [3.919, 0.381, -2.862], [2.737, 0.238, -1.817], [3.413, 0.865, -2.246], [2.632, 3.172, 2.693], [2.498, 1.651, 2.340], [3.156, 2.223, 2.631], [1.750, 0.006, -5.213], [0.833, 0.930, -4.233], [1.245, -0.040, -4.371], [0.189, 2.985, -3.427], [-0.826, 2.416, -4.455], [-0.018, 2.278, -3.948], [3.157, 3.415, 0.468], [2.960, 2.150, -0.216], [2.568, 2.907, -0.213], [-0.442, -3.133, -2.022], [-0.173, -3.994, -3.220], [0.206, -3.737, -2.417], [0.434, -2.126, 3.388], [0.162, -1.643, 4.691], [0.117, -1.318, 3.809], [-0.134, 3.217, 3.517], [-0.413, 1.852, 2.605], [-0.055, 2.725, 2.703], [-2.035, -1.465, -2.909], [-0.756, -0.660, -3.338], [-1.237, -1.485, -3.284], [-0.880, -3.995, 2.637], [0.660, -4.338, 2.349], [0.060, -3.801, 2.785]]}



3.
{"formula": "C6H16NO", "method": "the ωB97M-V functional and the def2-TZVPD basis", "max_force_ev_per_a": 3.3, "charge": 1, "e_homo_ev": [-12.0, -12.0], "gap_ev": [8.96, 8.95], "symbols": ["C", "C", "C", "C", "C", "C", "N", "O", "H", "H", "H", "H", "H", "H", "H", "H", "H", "H", "H", "H", "H", "H", "H", "H"], "coordinates": [[0.723, 1.083, -2.881], [-1.231, -1.789, 1.368], [0.912, -0.716, 1.637], [-1.065, 0.608, 1.333], [-0.179, -0.686, -0.495], [0.444, 1.484, -1.487], [-0.389, -0.646, 0.951], [1.423, 1.901, -0.685], [1.648, 0.514, -2.961], [0.828, 1.985, -3.493], [-0.095, 0.503, -3.294], [-0.793, -2.721, 1.015], [-1.317, -1.825, 2.453], [-2.227, -1.690, 0.938], [0.782, -0.590, 2.712], [1.382, -1.679, 1.450], [1.559, 0.076, 1.265], [-1.970, 0.737, 0.742], [-1.332, 0.585, 2.388], [-0.401, 1.451, 1.154], [0.608, -1.357, -0.793], [-1.102, -0.825, -1.037], [-0.506, 1.941, -1.250], [2.296, 1.657, -1.031]]}



4.
{"formula": "C33H32N4OsS2Se", "method": "the ωB97M-V functional and the def2-TZVPD basis", "max_force_ev_per_a": 1.8, "charge": 0, "e_homo_ev": [-6.6, -6.6], "gap_ev": [4.48, 4.55], "symbols": ["Os", "C", "N", "C", "C", "N", "C", "C", "C", "C", "C", "C", "C", "S", "C", "C", "C", "C", "C", "C", "S", "H", "H", "H", "H", "H", "H", "H", "H", "H", "H", "H", "H", "H", "H", "H", "H", "H", "H", "C", "C", "C", "C", "C", "C", "N", "C", "C", "C", "C", "C", "C", "H", "H", "H", "H", "H", "H", "H", "H", "H", "H", "Se", "C", "C", "C", "N", "C", "C", "H", "H", "H", "H"], "coordinates": [[0.130, 0.025, -0.490], [0.088, -2.553, -2.613], [1.128, -1.606, -2.175], [1.526, -0.730, -3.289], [2.207, 0.516, -2.765], [1.234, 1.331, -2.014], [1.941, 2.331, -1.184], [0.324, 2.002, -2.945], [0.794, 3.001, -3.790], [-0.062, 3.659, -4.656], [-1.406, 3.313, -4.690], [-1.878, 2.310, -3.867], [-1.022, 1.644, -2.984], [-1.689, 0.389, -1.957], [2.295, -2.288, -1.645], [2.923, -3.288, -2.382], [4.068, -3.907, -1.915], [4.606, -3.513, -0.696], [3.983, -2.533, 0.050], [2.807, -1.922, -0.402], [2.023, -0.778, 0.670], [0.339, -3.014, -3.575], [-0.858, -2.025, -2.715], [-0.024, -3.336, -1.867], [0.627, -0.456, -3.846], [2.205, -1.257, -3.968], [2.626, 1.087, -3.598], [3.018, 0.233, -2.091], [2.663, 2.905, -1.774], [2.473, 1.828, -0.379], [1.217, 3.022, -0.754], [1.841, 3.280, -3.774], [0.322, 4.438, -5.302], [-2.086, 3.831, -5.355], [-2.922, 2.022, -3.877], [2.510, -3.589, -3.338], [4.542, -4.681, -2.503], [5.515, -3.973, -0.329], [4.382, -2.222, 1.008], [-3.321, -3.964, 0.211], [-1.946, -3.988, 0.396], [-1.247, -2.818, 0.638], [-1.923, -1.598, 0.730], [-3.314, -1.582, 0.559], [-3.998, -2.753, 0.286], [-1.188, -0.409, 0.915], [-1.710, 0.596, 1.731], [-2.435, 0.279, 2.890], [-2.886, 1.275, 3.734], [-2.635, 2.614, 3.458], [-1.921, 2.946, 2.318], [-1.458, 1.953, 1.468], [-3.863, -4.878, 0.005], [-1.413, -4.930, 0.354], [-0.172, -2.825, 0.780], [-3.838, -0.637, 0.612], [-5.068, -2.719, 0.123], [-2.617, -0.762, 3.122], [-3.428, 1.006, 4.633], [-2.989, 3.388, 4.127], [-1.714, 3.983, 2.086], [-0.922, 2.223, 0.563], [1.353, 1.891, 2.530], [0.592, 1.741, 4.255], [0.537, 2.835, 5.116], [-0.034, 2.665, 6.367], [-0.539, 1.509, 6.795], [-0.471, 0.467, 5.971], [0.082, 0.525, 4.702], [0.930, 3.796, 4.813], [-0.093, 3.492, 7.067], [-0.884, -0.463, 6.350], [0.120, -0.353, 4.071]]}



Values for M, Da, ordered as above
761.583; 351.387; 118.200; 817.971